{
  "formula": "FHNOS",
  "method": "wB97M-V/def2-TZVPD",
  "symbols": ["F", "H", "S", "O", "N"],
  "positions_angstrom": [[0.4442, 1.3527, 1.1242], [1.0863, 0.2162, -1.1860], [-0.2085, -0.0788, -1.2012], [-1.3057, -1.0306, 0.8889], [-0.0163, -0.4594, 0.3741]],
  "atomic_forces_ev_per_a": [[-0.2640, -0.3233, -0.3775], [0.3731, 0.4092, -0.6896], [-0.2224, 0.3513, -0.6207], [5.5720, 2.8919, -2.5230], [-5.4587, -3.3291, 4.2108]],
  "de_lowest_kj_mol": 327.6,
  "total_charge": -1,
  "gap_ha": [0.2862, 0.2864],
  "lumo_ev": [3.748, 3.748],
  "e_homo_ev": [-4.042, -4.045]
}